[1]
{"formula": "C13H14NO7W", "method": "wB97M-V/def2-TZVPD", "charge": 3, "e_lumo_ev": -13.8, "energy_ev": -31322.96657, "e_homo_ev": -20.76, "largest_force_ev_per_a": 2.4, "gap_ev": 7.0, "symbols": ["W", "O", "C", "C", "N", "C", "C", "O", "O", "C", "C", "O", "O", "H", "H", "H", "H", "H", "H", "H", "H", "H", "O", "C", "O", "C", "C", "C", "C", "C", "C", "H", "H", "H", "H", "H"], "xyz": [[0.403, 0.505, 0.275], [1.968, -0.244, 1.575], [1.781, -1.585, 2.167], [0.483, -1.512, 2.933], [-0.634, -1.176, 2.005], [-1.676, -0.303, 2.632], [-1.244, 0.845, 1.764], [-1.612, 0.851, 0.541], [-0.122, 1.438, 1.973], [-1.148, -2.316, 1.223], [-0.559, -2.348, -0.188], [-0.506, -3.229, -0.941], [-0.078, -1.036, -0.502], [2.903, 0.006, 1.636], [2.607, -1.801, 2.843], [1.783, -2.319, 1.360], [0.573, -0.720, 3.676], [0.284, -2.447, 3.460], [-1.548, -0.152, 3.700], [-2.695, -0.615, 2.421], [-2.230, -2.249, 1.098], [-0.940, -3.271, 1.706], [2.105, 0.156, -0.987], [1.825, 1.385, -1.102], [1.657, 1.978, 0.053], [0.985, 1.793, -2.239], [1.182, 1.626, -3.580], [0.058, 1.642, -4.417], [-1.240, 1.737, -3.896], [-1.439, 1.913, -2.541], [-0.332, 1.970, -1.665], [2.173, 1.479, -3.992], [0.198, 1.555, -5.489], [-2.094, 1.733, -4.561], [-2.436, 2.108, -2.163], [-0.433, 2.599, -0.778]]}

---

[2]
{"formula": "C13H15AlN6S2", "method": "wB97M-V/def2-TZVPD", "charge": 2, "e_lumo_ev": [-9.8, -9.8], "energy_ev": -50917.65873, "e_homo_ev": [-14.16, -14.16], "largest_force_ev_per_a": 9.5, "gap_ev": [4.3, 4.3], "symbols": ["Al", "C", "C", "N", "N", "C", "N", "S", "C", "C", "C", "C", "C", "N", "H", "H", "H", "H", "H", "H", "H", "H", "H", "H", "C", "C", "C", "C", "N", "C", "S", "N", "H", "H", "H", "H", "H"], "xyz": [[10.361, 14.305, 2.270], [8.784, 18.280, 2.332], [8.980, 16.795, 2.495], [10.287, 16.203, 2.577], [11.390, 17.113, 2.619], [12.575, 16.600, 2.466], [13.716, 17.326, 2.433], [12.775, 14.879, 2.251], [8.086, 15.852, 2.255], [6.607, 16.019, 2.108], [5.785, 14.913, 2.134], [6.352, 13.622, 2.217], [7.654, 13.525, 2.155], [8.616, 14.505, 2.172], [9.456, 18.562, 1.490], [9.129, 18.907, 3.132], [7.791, 18.588, 2.041], [11.278, 18.101, 2.334], [13.744, 18.321, 2.602], [14.493, 16.821, 2.159], [6.212, 17.036, 2.067], [4.716, 15.023, 2.206], [5.734, 12.710, 2.293], [8.148, 12.453, 2.225], [11.554, 7.139, 2.400], [10.637, 8.374, 2.393], [9.256, 8.215, 2.367], [8.526, 9.378, 2.401], [9.057, 10.590, 2.397], [10.370, 10.646, 2.349], [11.199, 12.196, 2.113], [11.169, 9.583, 2.347], [12.141, 7.103, 1.535], [11.017, 6.219, 2.545], [12.273, 7.361, 3.220], [8.819, 7.216, 2.366], [7.460, 9.257, 2.376]]}

---

[3]
{"formula": "C13H15AuN6O2S", "method": "wB97M-V/def2-TZVPD", "e_lumo_ev": 0.1, "relative_energy_kcal_mol": 24.47, "energy_ev": -41284.93834, "e_homo_ev": -7.76, "largest_force_ev_per_a": 3.6, "gap_ev": 7.9, "symbols": ["Au", "N", "C", "C", "C", "C", "C", "C", "S", "O", "O", "N", "C", "N", "C", "C", "C", "N", "H", "H", "H", "H", "H", "H", "H", "H", "H", "C", "N", "C", "C", "N", "H", "H", "H", "H", "H", "H"], "xyz": [[3.256, -14.775, 5.658], [2.140, -9.081, 2.194], [1.937, -9.786, 3.367], [2.992, -9.879, 4.324], [2.785, -10.412, 5.582], [1.656, -11.243, 5.663], [0.596, -11.163, 4.802], [0.759, -10.485, 3.616], [1.733, -12.452, 7.031], [0.593, -12.294, 7.921], [3.037, -12.361, 7.610], [1.581, -14.002, 6.373], [0.457, -14.628, 6.073], [-0.760, -14.093, 6.369], [-1.846, -14.878, 6.139], [-1.742, -16.189, 5.697], [-0.438, -16.711, 5.547], [0.649, -15.902, 5.571], [2.605, -8.218, 2.354], [1.268, -8.846, 1.688], [3.959, -9.465, 4.026], [3.498, -10.512, 6.436], [-0.347, -11.679, 5.040], [0.072, -10.598, 2.789], [-2.760, -14.339, 6.401], [-2.553, -16.857, 5.409], [-0.259, -17.796, 5.421], [7.542, -15.254, 3.065], [7.211, -16.118, 4.211], [7.980, -17.348, 4.452], [6.030, -16.003, 4.767], [4.971, -15.697, 5.171], [6.781, -15.073, 2.309], [8.444, -15.689, 2.572], [7.852, -14.281, 3.495], [8.367, -17.814, 3.572], [7.273, -18.012, 4.996], [8.858, -17.098, 5.101]]}

---

[4]
{"formula": "C13H15ClN2OS", "method": "wB97M-V/def2-TZVPD", "e_lumo_ev": 0.6, "energy_ev": -42110.36446, "e_homo_ev": -8.67, "smiles": "CC[C@@H]1SC2=NCCN2[C@@]1(O)c1ccc(Cl)cc1", "largest_force_ev_per_a": 0.8, "gap_ev": 9.3, "symbols": ["C", "C", "C", "S", "C", "N", "C", "C", "N", "C", "O", "C", "C", "C", "C", "Cl", "C", "C", "H", "H", "H", "H", "H", "H", "H", "H", "H", "H", "H", "H", "H", "H", "H"], "xyz": [[1.928, 3.106, 1.283], [0.789, 2.422, 0.539], [1.150, 1.000, 0.148], [2.546, 0.937, -1.074], [1.842, -0.460, -1.827], [2.226, -1.124, -2.835], [1.207, -2.129, -3.083], [0.039, -1.814, -2.103], [0.664, -0.849, -1.213], [-0.014, 0.219, -0.520], [-0.752, 1.026, -1.403], [-0.945, -0.323, 0.542], [-2.171, 0.279, 0.785], [-3.007, -0.210, 1.772], [-2.611, -1.306, 2.520], [-3.650, -1.920, 3.755], [-1.388, -1.918, 2.287], [-0.560, -1.423, 1.299], [1.651, 4.125, 1.541], [2.164, 2.569, 2.199], [2.819, 3.135, 0.661], [0.538, 2.997, -0.355], [-0.101, 2.379, 1.172], [1.489, 0.443, 1.026], [0.907, -2.082, -4.131], [1.635, -3.117, -2.893], [-0.289, -2.691, -1.543], [-0.824, -1.372, -2.613], [-0.151, 1.391, -2.068], [-2.469, 1.126, 0.188], [-3.962, 0.257, 1.960], [-1.092, -2.773, 2.874], [0.391, -1.898, 1.109]]}

---

[5]
{"formula": "C13H15F17NOP", "method": "wB97M-V/def2-TZVPD", "e_lumo_ev": 0.6, "energy_ev": -72746.10598, "e_homo_ev": -8.67, "smiles": "N[PH2](CCCO)CCC(F)(F)C(F)(F)C(F)(F)C(F)(F)C(F)(F)C(F)(F)C(F)(F)C(F)(F)F", "largest_force_ev_per_a": 1.8, "gap_ev": 9.3, "symbols": ["N", "P", "C", "C", "C", "O", "C", "C", "C", "F", "F", "C", "F", "F", "C", "F", "F", "C", "F", "F", "C", "F", "F", "C", "F", "F", "C", "F", "F", "C", "F", "F", "F", "H", "H", "H", "H", "H", "H", "H", "H", "H", "H", "H", "H", "H", "H", "H"], "xyz": [[2.089, -1.834, 2.691], [2.626, -0.905, 1.236], [1.430, -1.867, 0.179], [2.062, -2.607, -1.009], [1.130, -3.695, -1.560], [0.639, -3.300, -2.843], [3.348, 0.097, -0.209], [2.379, 1.037, -0.970], [2.117, 2.384, -0.308], [2.613, 2.483, 0.917], [2.782, 3.321, -1.020], [0.644, 2.856, -0.339], [0.247, 2.911, -1.600], [0.626, 4.104, 0.104], [-0.349, 1.981, 0.443], [0.201, 1.455, 1.516], [-0.723, 0.943, -0.327], [-1.647, 2.702, 0.899], [-1.349, 3.310, 2.046], [-2.030, 3.655, 0.077], [-2.839, 1.742, 1.214], [-3.557, 2.353, 2.147], [-2.435, 0.621, 1.769], [-3.810, 1.496, 0.016], [-3.220, 1.567, -1.174], [-4.708, 2.467, 0.055], [-4.603, 0.156, 0.083], [-4.998, -0.132, 1.293], [-5.715, 0.347, -0.627], [-3.902, -1.052, -0.594], [-2.643, -1.162, -0.247], [-4.546, -2.133, -0.222], [-3.979, -0.986, -1.893], [2.556, -1.414, 3.494], [2.412, -2.799, 2.667], [2.339, 0.257, 1.987], [3.936, -1.465, 1.409], [0.602, -1.225, -0.116], [0.977, -2.616, 0.820], [3.067, -2.974, -0.812], [2.163, -1.887, -1.826], [1.690, -4.629, -1.620], [0.267, -3.755, -0.894], [-0.182, -3.790, -2.967], [3.859, -0.524, -0.941], [4.133, 0.728, 0.218], [2.846, 1.257, -1.927], [1.455, 0.525, -1.234]]}

---

[6]
{"formula": "C13H15F3NPdS6Sb", "method": "wB97M-V/def2-TZVPD", "e_lumo_ev": -0.8, "relative_energy_kcal_mol": 17.22, "energy_ev": -98396.72296, "e_homo_ev": -8.08, "largest_force_ev_per_a": 1.0, "gap_ev": 7.3, "symbols": ["Pd", "F", "C", "F", "F", "C", "C", "C", "C", "N", "C", "S", "H", "H", "H", "C", "S", "C", "C", "S", "S", "C", "S", "S", "H", "H", "H", "C", "Sb", "C", "C", "H", "H", "H", "H", "H", "H", "H", "H", "H"], "xyz": [[-1.428, 0.884, -0.049], [0.991, -0.085, 4.610], [1.977, 0.551, 3.961], [3.112, 0.309, 4.644], [1.740, 1.875, 4.071], [2.095, 0.124, 2.524], [3.309, -0.326, 2.046], [3.433, -0.675, 0.711], [2.313, -0.550, -0.088], [1.133, -0.120, 0.353], [1.000, 0.216, 1.641], [-0.571, 0.778, 2.142], [4.155, -0.398, 2.716], [4.367, -1.037, 0.306], [2.353, -0.810, -1.141], [-3.301, -3.222, -0.972], [-1.956, -2.192, -0.330], [-2.903, -0.785, 0.166], [-3.412, 0.202, -0.673], [-2.564, 0.746, -2.100], [-4.820, 1.066, -0.083], [-5.007, 0.235, 1.427], [-6.184, 0.606, 2.493], [-3.823, -0.983, 1.678], [-2.867, -4.184, -1.238], [-3.737, -2.766, -1.858], [-4.061, -3.376, -0.207], [-0.238, 4.105, -2.027], [-0.277, 3.097, -0.159], [1.715, 3.315, 0.517], [-1.293, 4.495, 1.062], [0.160, 5.112, -1.908], [-1.254, 4.151, -2.415], [0.382, 3.550, -2.729], [2.009, 4.360, 0.432], [2.383, 2.694, -0.077], [1.761, 3.003, 1.559], [-0.805, 5.467, 1.028], [-1.295, 4.112, 2.081], [-2.321, 4.585, 0.712]]}

---

[7]
{"formula": "C13H15F4N3SeSn", "method": "wB97M-V/def2-TZVPD", "e_lumo_ev": -0.1, "relative_energy_kcal_mol": 0.00, "energy_ev": -100241.73599, "e_homo_ev": -8.06, "largest_force_ev_per_a": 2.6, "gap_ev": 8.0, "symbols": ["Sn", "C", "C", "N", "C", "C", "C", "C", "N", "C", "C", "F", "C", "F", "C", "C", "F", "C", "F", "H", "H", "H", "H", "H", "H", "H", "H", "H", "H", "H", "H", "H", "H", "H", "Se", "C", "N"], "xyz": [[-0.632, -1.479, -1.214], [1.300, 1.611, -1.826], [0.344, 1.683, -0.644], [-0.940, 0.987, -0.827], [-1.775, 1.660, -1.835], [-1.635, 1.077, -3.236], [-1.621, 0.957, 0.476], [-0.929, 0.040, 1.509], [-0.048, -0.912, 0.857], [1.066, -1.319, 1.495], [2.127, -1.890, 0.759], [1.962, -2.027, -0.593], [3.327, -2.281, 1.308], [4.268, -2.813, 0.511], [3.587, -2.097, 2.652], [2.571, -1.547, 3.415], [2.788, -1.356, 4.727], [1.343, -1.200, 2.879], [0.390, -0.765, 3.737], [2.271, 1.993, -1.514], [1.433, 0.575, -2.151], [0.957, 2.208, -2.668], [0.838, 1.228, 0.215], [0.145, 2.738, -0.406], [-2.818, 1.562, -1.529], [-1.527, 2.728, -1.845], [-2.217, 0.160, -3.326], [-2.013, 1.789, -3.965], [-0.598, 0.853, -3.473], [-1.684, 1.970, 0.892], [-2.635, 0.597, 0.314], [-0.362, 0.660, 2.207], [-1.706, -0.475, 2.087], [4.536, -2.367, 3.083], [-5.531, -1.238, -0.547], [-3.874, -1.565, -0.699], [-2.705, -1.744, -0.825]]}

---

[8]
{"formula": "C13H15F9NO5S3", "method": "wB97M-V/def2-TZVPD", "charge": -1, "e_lumo_ev": 0.8, "energy_ev": -82406.12596, "e_homo_ev": -6.02, "smiles": "O=S(=O)(CCCCC(F)(F)C(F)(F)S(F)(F)(F)(F)F)N=[S@@](=O)([O-])COc1ccccc1", "largest_force_ev_per_a": 6.7, "gap_ev": 6.8, "symbols": ["O", "S", "O", "C", "C", "C", "C", "C", "F", "F", "C", "F", "F", "S", "F", "F", "F", "F", "F", "N", "S", "O", "O", "C", "O", "C", "C", "C", "C", "C", "C", "H", "H", "H", "H", "H", "H", "H", "H", "H", "H", "H", "H", "H", "H", "H"], "xyz": [[-0.664, 3.972, 1.114], [0.241, 3.273, 2.136], [1.009, 4.405, 2.824], [1.550, 2.229, 1.320], [1.005, 1.293, 0.140], [2.203, 0.754, -0.831], [2.851, -0.550, -0.141], [2.164, -1.876, -0.783], [0.752, -1.751, -0.930], [2.672, -1.898, -2.145], [2.655, -3.246, -0.127], [2.519, -4.259, -1.143], [4.050, -3.218, 0.206], [1.723, -3.846, 1.376], [1.222, -2.333, 1.836], [0.331, -4.192, 0.532], [2.243, -5.421, 1.021], [3.123, -3.675, 2.288], [0.978, -4.449, 2.744], [-0.617, 2.464, 3.374], [-1.458, 1.097, 2.785], [-0.534, -0.117, 2.733], [-2.519, 0.760, 3.835], [-2.388, 1.387, 1.206], [-3.051, 0.189, 0.681], [-3.072, 0.377, -0.752], [-3.623, 1.682, -1.430], [-3.624, 1.941, -2.953], [-3.046, 0.826, -3.887], [-2.524, -0.500, -3.280], [-2.528, -0.729, -1.728], [2.278, 2.982, 0.826], [2.176, 1.646, 2.083], [0.400, 0.386, 0.479], [0.320, 1.912, -0.543], [2.950, 1.632, -0.924], [1.738, 0.471, -1.844], [2.748, -0.502, 0.993], [3.964, -0.559, -0.451], [-1.648, 1.775, 0.430], [-3.228, 2.159, 1.386], [-4.018, 2.521, -0.748], [-4.026, 2.942, -3.325], [-3.044, 1.076, -5.008], [-2.139, -1.297, -4.014], [-2.112, -1.733, -1.359]]}